(1)
A structure of composition C16H20N2O10P2W, computed with the ωB97M-V functional and the def2-TZVPD basis.

Calculated values
- E: -60766.3336 eV
- LUMO energy (spin up / spin down): -7.140 / -7.142 eV
- HOMO level (spin up / spin down): -13.9 / -13.9 eV
- Relative energy (zero: lowest compared OMol25 entry of this formula, charge and spin): 0.003 eV
- Maximum force: 0.0162 hartree/bohr
- Frontier orbital gap (spin up / spin down): 0.247 / 0.247 Eh
- Net charge: +2

The geometry in XYZ format:
```
51
Properties=species:S:1:pos:R:3:forces:R:3:mulliken_charge:R:1
W -0.005026 0.344523 0.380828 -0.19 0.30 0.75 1.763
O -2.441163 3.676571 1.596785 -0.08 0.06 0.01 -0.458
C -1.792426 2.766366 0.935610 -0.01 0.12 -0.38 0.409
O -0.677336 2.329974 1.237949 -0.38 -0.41 0.54 -0.539
C -2.306732 2.275273 -0.340829 -0.05 -0.11 0.14 0.177
C -3.265790 2.800505 -1.172208 -0.05 -0.02 -0.05 -0.652
C -3.271117 2.397666 -2.513304 0.00 0.00 0.03 -0.583
C -2.200459 1.664736 -2.995102 -0.02 0.02 0.09 -0.798
C -1.243549 1.200114 -2.090756 0.09 0.11 -0.06 0.953
N -1.438350 1.328183 -0.757620 0.45 0.43 -0.44 -0.028
C 0.192185 1.000675 -2.345167 -0.13 -0.09 -0.27 0.472
O 0.727806 0.988394 -3.528520 0.07 0.08 -0.05 -0.453
O 0.962260 1.003502 -1.354683 0.17 -0.38 0.25 -0.612
H -1.942775 3.977956 2.375885 0.01 -0.01 0.00 0.393
H -3.956499 3.544310 -0.799229 -0.01 0.01 -0.02 0.526
H -4.030496 2.763184 -3.189612 0.00 0.01 0.00 0.487
H -2.088034 1.516091 -4.061339 0.01 0.01 -0.01 0.346
H 0.083988 0.977009 -4.249997 0.01 -0.03 0.01 0.331
N 1.504909 -3.934925 -1.327490 0.02 -0.03 0.02 -0.154
C 0.244507 -3.527042 -0.585164 0.01 0.00 0.03 0.452
C -0.613963 -4.761080 -0.331631 0.00 -0.01 0.00 -1.879
P -0.546347 -2.194660 -1.563587 -0.08 0.02 -0.02 1.157
O -1.907296 -2.806762 -2.066485 -0.07 -0.04 0.08 -0.582
O -0.982341 -1.085751 -0.541472 -0.22 -0.11 -0.11 -0.763
O 0.390187 -1.741415 -2.608222 -0.03 0.01 -0.06 -0.894
P 0.899506 -2.810253 0.993422 -0.08 0.02 0.10 0.846
O -0.380000 -2.796461 1.937554 0.04 0.04 0.07 -0.529
O 2.009682 -3.665679 1.422573 0.08 -0.02 -0.18 -0.819
O 1.190453 -1.340581 0.642943 0.09 -0.01 -0.13 -0.385
H 1.336789 -4.731604 -1.945377 0.00 0.01 0.01 0.371
H 2.212665 -4.193881 -0.617435 -0.01 0.00 -0.01 0.400
H 1.842465 -3.151764 -1.904478 -0.01 0.00 0.01 0.356
H -0.886480 -5.248562 -1.268883 0.00 0.00 0.00 0.501
H -1.536763 -4.477318 0.169110 0.00 0.00 0.00 0.406
H -0.079184 -5.471332 0.301274 0.00 0.00 0.00 0.472
H -2.115635 -2.676381 -3.000728 0.03 -0.02 -0.02 0.386
H -0.366973 -3.476666 2.626518 0.01 -0.01 0.00 0.347
C 0.177570 0.337483 2.538595 0.21 -0.01 0.01 -0.929
C 1.323549 1.277041 2.506205 0.00 0.04 -0.18 0.655
C 2.256401 1.143611 1.457936 0.09 -0.04 -0.14 -0.038
C 3.145551 2.196316 1.152831 -0.03 0.03 0.01 -1.065
C 3.142543 3.337676 1.909771 0.02 0.00 -0.04 -0.573
C 2.256620 3.447932 2.993941 -0.03 0.00 0.04 -0.607
C 1.343917 2.458517 3.264192 -0.06 0.01 0.00 -0.711
H -0.668948 0.735468 3.094228 0.01 -0.03 -0.02 0.515
H 0.396524 -0.680541 2.843329 0.08 0.02 -0.04 0.493
H 2.474949 0.175008 1.028027 0.01 0.04 0.01 0.945
H 3.861439 2.068152 0.352341 0.01 -0.01 0.00 0.488
H 3.840164 4.136885 1.701417 0.01 0.00 0.00 0.456
H 2.288852 4.331318 3.618391 0.00 0.01 0.00 0.429
H 0.638200 2.572203 4.077661 -0.01 0.00 0.01 0.517
```
Forces are in eV/Å.

(2)
A structure of composition C43H31AsBF15GeN5RhS2, computed with the ωB97M-V functional and the def2-TZVPD basis.

Calculated values
- E: -236012.3697 eV
- LUMO energy (spin up / spin down): -2.147 / -2.310 eV
- HOMO level (spin up / spin down): -7.0 / -6.9 eV
- Relative energy (zero: lowest compared OMol25 entry of this formula, charge and spin): 4.621 eV
- Maximum force: 0.0766 hartree/bohr
- Frontier orbital gap (spin up / spin down): 0.180 / 0.168 Eh

The geometry in XYZ format:
```
100
Properties=species:S:1:pos:R:3:forces:R:3:mulliken_charge:R:1
Rh -0.490404 1.405046 0.285267 3.79 0.92 0.51 -0.797
S 4.512996 2.553946 2.279267 0.39 0.47 -0.39 -0.419
C 3.101896 1.905546 3.136567 -0.59 -0.22 -0.57 0.808
C 3.322396 1.928146 4.514467 -0.18 -0.19 0.04 -0.719
C 2.321396 1.660046 5.422867 -0.14 0.03 -0.01 -0.851
C 1.029596 1.386446 4.961867 0.35 0.20 0.22 -0.734
C 0.787896 1.347046 3.619267 0.26 -0.04 -0.30 -0.634
C 1.805796 1.556546 2.649667 -0.23 0.31 1.76 -0.654
N 1.375796 1.426246 1.395967 -1.45 -0.42 -3.49 0.667
C 2.184596 1.298046 0.261267 0.22 -1.12 1.24 3.247
C 3.032196 2.491246 -1.506033 -0.72 -0.53 -0.79 0.775
C 3.827596 3.129846 -2.417533 0.11 0.04 -0.09 -0.966
C 3.532696 2.972546 -3.772133 0.00 0.00 0.12 -0.934
C 2.456696 2.197246 -4.191733 0.18 0.20 -0.12 -0.605
C 1.645696 1.554046 -3.280333 -0.03 -0.07 0.63 -1.168
C 1.935596 1.691746 -1.917633 0.55 1.43 -1.08 -0.228
H 4.308996 2.198846 4.864467 0.10 -0.05 0.07 0.400
H 2.532996 1.686246 6.479667 0.03 0.01 0.12 0.412
H 0.229596 1.221146 5.664367 -0.14 -0.08 0.11 0.435
H -0.197304 1.138346 3.213167 0.03 -0.10 0.17 0.400
H 4.659096 3.745446 -2.115233 0.13 0.10 0.10 0.444
H 4.161496 3.467646 -4.493433 0.05 0.04 -0.16 0.445
H 2.257496 2.093946 -5.248533 0.00 0.00 -0.07 0.461
H 0.824796 0.923746 -3.584933 -0.12 -0.02 -0.05 0.614
B 2.498696 3.960346 0.474367 0.11 -0.42 0.37 -0.106
N 3.073096 2.513946 -0.062633 -0.50 0.82 -0.22 0.299
C 4.373296 2.151746 0.490167 0.76 -0.17 1.20 0.361
C 4.430096 0.660746 0.421967 -0.29 -0.29 -0.27 -1.411
C 3.201396 0.177146 0.394067 0.37 0.53 -0.32 -0.501
N 1.337596 1.093846 -0.878333 -2.11 -1.18 1.80 -0.729
N 1.179296 4.304246 -0.211133 -0.01 -0.03 -0.38 0.547
C 0.949396 5.460646 -0.847533 -0.29 0.01 -0.11 -0.190
C -0.412304 5.634246 -0.983433 -0.03 0.05 0.01 -1.551
C -0.957004 4.507946 -0.376933 0.10 0.22 0.04 -0.887
N 0.009896 3.716546 0.079467 -1.16 -1.44 0.27 0.175
H 2.284496 3.908846 1.638467 0.11 -0.07 0.13 -0.095
H 3.327596 4.751046 0.172167 0.26 0.31 -0.23 -0.166
H 5.189596 2.701846 0.022367 -0.09 -0.01 0.00 0.530
H 5.352196 0.118046 0.521867 0.17 -0.05 0.07 0.560
H 2.865096 -0.835854 0.459667 -0.06 -0.18 0.05 0.171
H 1.754396 6.106446 -1.134633 0.23 0.03 0.00 0.512
H -0.927404 6.456746 -1.434833 -0.09 0.17 -0.07 0.448
H -1.991504 4.266446 -0.199833 0.06 0.00 -0.10 0.825
C -4.414104 -0.482354 0.667267 0.13 0.16 0.07 -1.082
C -4.027104 0.135346 -0.667133 0.12 -0.09 0.06 -0.334
As -2.901404 1.733946 -0.439433 -1.15 -0.06 -1.09 0.577
C -3.199504 2.535146 -2.234933 0.33 0.03 0.03 -0.490
C -4.642404 2.828246 -2.640633 0.11 -0.15 0.29 -1.237
C -4.096504 2.854446 0.704767 0.39 -0.06 0.06 -0.848
C -3.611104 2.835746 2.150767 0.08 -0.05 -0.12 -1.235
H -4.994604 -1.392054 0.524567 -0.04 -0.08 -0.01 0.338
H -5.020604 0.215446 1.244067 -0.08 -0.05 0.12 0.370
H -3.518404 -0.725954 1.238967 -0.10 -0.09 0.07 0.191
H -4.923904 0.406346 -1.231233 0.17 0.13 0.02 0.500
H -3.447904 -0.571154 -1.266333 0.03 0.11 0.03 0.037
H -2.751804 1.824846 -2.937633 0.06 0.08 0.09 0.448
H -2.606504 3.453046 -2.284833 0.03 -0.18 0.04 0.402
H -5.201604 1.911546 -2.817133 -0.07 0.00 0.02 0.314
H -4.654504 3.401746 -3.566133 0.00 0.03 -0.04 0.410
H -5.162004 3.409846 -1.879133 -0.06 0.03 -0.02 0.277
H -5.118204 2.468646 0.632867 0.19 -0.03 -0.17 0.618
H -4.103904 3.882346 0.327167 0.03 -0.18 -0.11 0.640
H -3.613404 1.818446 2.542567 0.02 -0.01 0.09 0.276
H -4.247004 3.449546 2.787167 0.01 0.02 0.04 0.430
H -2.588004 3.215846 2.209367 -0.02 0.02 0.12 0.188
F 2.622696 -2.669454 -0.629333 0.31 0.08 -0.31 -0.363
C 2.135796 -3.313254 -1.706833 -0.08 -0.02 0.12 0.309
C 0.791196 -3.628254 -1.690333 -0.23 0.58 0.25 -0.609
C 0.328096 -4.391954 -2.749233 0.24 0.09 0.06 0.649
F -0.932404 -4.829554 -2.759733 0.01 -0.12 -0.28 -0.244
C 1.155496 -4.761354 -3.806333 -0.05 0.02 0.05 0.025
F 0.671696 -5.493754 -4.813733 0.08 0.09 0.09 -0.295
C 2.491496 -4.373654 -3.815333 -0.06 0.08 0.18 0.719
F 3.282596 -4.702554 -4.838033 -0.19 0.04 0.27 -0.305
C 2.998296 -3.656354 -2.735233 0.05 0.00 0.01 -0.150
F 4.290696 -3.313654 -2.687833 -0.25 -0.09 -0.08 -0.298
Ge -0.256504 -2.952454 -0.083233 0.56 -0.98 -0.01 1.172
S -0.940904 -0.959154 0.466467 -0.45 0.72 -0.01 0.403
C -2.033204 -3.841254 -0.243733 -0.01 0.42 0.13 -0.677
C -2.637204 -4.634954 0.711267 0.29 0.11 -0.10 0.478
F -1.921404 -5.005954 1.784967 -0.41 -0.15 -0.01 -0.278
C -3.960604 -5.040154 0.600467 -0.11 -0.05 0.01 0.153
F -4.517904 -5.817454 1.534267 0.06 0.11 -0.13 -0.310
C -4.717804 -4.614954 -0.486533 0.14 0.10 0.06 0.609
F -6.000904 -4.970254 -0.590933 0.31 0.05 0.01 -0.316
C -4.142904 -3.788854 -1.450733 0.02 -0.01 0.04 0.050
F -4.874804 -3.346154 -2.478533 0.05 -0.07 0.10 -0.357
C -2.817304 -3.422054 -1.304733 0.17 -0.02 0.18 0.390
F -2.242004 -2.601454 -2.203233 -0.43 -0.01 -0.15 -0.516
C 0.779596 -3.859654 1.380967 -0.39 0.29 -0.33 0.506
C 1.311096 -3.216254 2.481367 0.02 0.05 -0.04 -0.683
F 1.202096 -1.887354 2.578867 0.19 -0.16 0.26 0.158
C 1.975296 -3.910154 3.487067 -0.02 0.01 -0.02 -0.209
F 2.481096 -3.260354 4.539667 -0.07 -0.16 -0.15 -0.303
C 2.113696 -5.291354 3.386067 -0.09 0.21 -0.14 0.581
F 2.742596 -5.969954 4.345067 -0.08 0.08 -0.17 -0.304
C 1.605696 -5.959054 2.274667 -0.02 0.08 -0.07 0.152
F 1.762196 -7.279954 2.159767 -0.02 0.07 0.04 -0.307
C 0.947996 -5.228254 1.296467 0.16 0.19 0.16 0.565
F 0.453396 -5.851854 0.215367 0.01 -0.37 0.13 -0.377
```
Forces are in eV/Å.

(3)
An isolated molecule of C4H6N2, computed with the ωB97M-V functional and the def2-TZVPD basis.

Calculated values
- E: -7220.2588 eV
- LUMO energy: 0.422 eV
- HOMO level: -9.3 eV
- Relative energy (zero: lowest compared OMol25 entry of this formula, charge and spin): 5.332 eV
- Maximum force: 0.2289 hartree/bohr
- Frontier orbital gap: 0.355 Eh
- Structure (SMILES): N#CC1CNC1

The geometry in XYZ format:
```
12
Properties=species:S:1:pos:R:3:forces:R:3:mulliken_charge:R:1
C -0.282931 -0.777705 -1.303540 -6.41 -6.24 -4.82 0.012
C -0.446668 0.272485 -0.118935 2.14 -1.57 -1.18 0.076
C 0.815977 1.137926 0.136565 -1.81 5.43 -2.98 -0.374
C -0.342601 -0.176420 1.367894 -0.03 -1.22 -0.55 -0.365
H -1.402716 0.664549 -0.365095 -0.47 0.99 -0.26 0.343
H 0.381933 2.347509 0.126613 1.08 -2.81 0.33 0.169
H 1.595440 1.252148 -0.699434 -0.74 -0.92 1.46 0.299
H 1.381345 1.028680 2.105790 2.99 4.57 7.35 0.145
H -1.172569 0.223733 1.983919 0.78 0.57 -0.28 0.237
H -0.634603 -1.343886 1.430211 2.14 2.19 0.36 0.243
N -0.869211 -1.601543 -2.126410 5.76 7.23 7.04 -0.440
N 1.067568 0.614336 1.401568 -5.42 -8.20 -6.47 -0.345
```
Forces are in eV/Å.

(4)
A structure of composition C13H16N2NaS, computed with the ωB97M-V functional and the def2-TZVPD basis.

Calculated values
- E: -31967.9275 eV
- LUMO energy: -4.044 eV
- HOMO level: -11.9 eV
- Maximum force: 0.0494 hartree/bohr
- Frontier orbital gap: 0.290 Eh
- Net charge: +1

The geometry in XYZ format:
```
33
Properties=species:S:1:pos:R:3:forces:R:3:mulliken_charge:R:1
Na -0.488740 0.594282 -1.207191 0.14 -0.11 0.06 0.620
C 0.013038 3.154083 0.760951 -0.03 -0.30 0.26 -1.163
C 1.033390 2.047061 0.560573 0.45 -0.77 0.24 0.601
C 0.733429 0.733971 1.104606 0.73 0.92 -1.72 -0.697
C 1.537053 -0.342574 0.714308 0.07 0.85 0.18 1.033
C 1.265590 -1.788184 1.096719 2.23 -0.37 -1.06 -1.628
C 2.703592 -0.052698 -0.045120 -0.06 -0.90 0.63 -0.437
C 3.115302 1.202112 -0.496173 -0.71 0.26 1.31 0.406
C 4.452910 1.383018 -1.189875 -0.31 0.29 -0.54 -1.437
C 2.245277 2.295865 -0.147346 -0.45 -1.12 -0.40 -0.734
H -0.977492 2.937832 0.265218 0.86 0.12 0.76 0.228
H 0.411205 4.036662 0.293440 -0.03 0.57 -0.13 0.394
H -0.096364 3.365550 1.846145 -0.32 -0.15 -0.71 0.321
H -0.172385 0.590514 1.684435 0.04 0.04 0.05 0.373
H 1.449012 -2.420425 0.194109 0.02 0.38 0.60 0.409
H 0.292169 -2.038086 1.395182 -1.42 0.22 0.69 0.210
H 1.982574 -2.153137 1.864457 -0.46 0.32 -0.37 0.422
H 3.343565 -0.938062 -0.101779 0.16 0.42 -0.66 0.411
H 4.767908 2.426361 -1.169240 0.07 -0.03 0.34 0.376
H 4.373179 1.178111 -2.263200 -0.17 -0.20 0.09 0.302
H 5.262814 0.740374 -0.823236 -0.41 0.17 0.20 0.350
H 2.504386 3.312798 -0.501573 -0.34 -0.66 0.33 0.308
S -3.129781 0.933069 -1.642069 0.97 -0.30 0.34 -0.487
C -3.138216 -0.593526 -0.900652 -0.65 -0.11 0.01 0.343
N -4.396221 -1.164532 -0.948443 0.40 -1.05 0.99 -0.092
C -4.696559 -2.348703 -0.368040 1.78 0.14 0.22 -0.041
C -3.708648 -3.030847 0.353455 0.37 0.89 -0.78 -0.861
C -2.403890 -2.479097 0.335518 -0.89 1.87 -1.47 0.207
N -2.132662 -1.294485 -0.307828 -0.19 -1.05 0.69 -0.194
H -5.081760 -0.557492 -1.382701 -0.24 -0.36 -0.13 0.251
H -5.661234 -2.724844 -0.592957 -0.83 -0.33 0.24 0.447
H -3.837975 -3.988362 0.824962 -0.45 -0.07 -0.03 0.396
H -1.564471 -3.016613 0.793335 -0.33 0.41 -0.22 0.362
```
Forces are in eV/Å.

(5)
A structure of composition C7H11N2OP, computed with the ωB97M-V functional and the def2-TZVPD basis.

Calculated values
- E: -21747.7631 eV
- LUMO energy (spin up / spin down): 0.696 / -1.670 eV
- HOMO level (spin up / spin down): -6.2 / -9.6 eV
- Relative energy (zero: lowest compared OMol25 entry of this formula, charge and spin): 0.569 eV
- Maximum force: 0.1555 hartree/bohr
- Frontier orbital gap (spin up / spin down): 0.255 / 0.290 Eh
- 2S+1: 3

The geometry in XYZ format:
```
22
Properties=species:S:1:pos:R:3:forces:R:3:mulliken_charge:R:1
C 2.929246 -1.446038 0.698912 -0.57 2.44 -1.53 -0.601
C 2.089120 -0.298569 0.649479 -3.16 -0.78 3.65 0.170
C 3.934410 -1.577399 -0.253474 -0.54 -0.63 1.46 -0.408
C 2.000413 0.768441 -0.290042 1.72 -3.60 2.61 0.704
C 3.190111 0.402349 -0.904436 -1.61 6.09 -4.92 -0.065
C -2.834689 -0.877435 -0.908337 -0.53 -0.77 -1.42 -1.007
C -2.924113 1.630477 0.630747 -2.17 -2.22 -4.50 -0.940
N 3.880519 -0.562087 -1.105731 4.36 -2.14 -1.29 -0.371
N 1.157111 1.707379 -0.409411 -2.11 3.82 0.40 -0.775
O -1.028992 -0.250378 1.092754 -0.30 0.02 0.29 -0.669
P -1.867898 0.342326 0.012139 1.75 -1.85 -0.13 0.535
H 2.653146 -2.083867 1.434841 -0.15 -2.14 2.19 0.468
H 1.265200 -0.151709 1.438117 1.31 -0.92 -0.72 0.168
H 4.818921 -2.242239 -0.267546 -1.09 0.06 -0.12 0.368
H -3.275269 -1.613055 -0.263407 0.35 -0.54 0.98 0.345
H -3.786328 -0.414661 -1.219246 0.55 0.13 -0.84 0.342
H -2.309793 -1.517026 -1.739818 -0.85 1.78 1.46 0.288
H -3.641681 1.051116 1.148209 -0.70 -0.03 1.43 0.313
H -2.267001 2.231861 1.096643 1.47 2.52 2.02 0.319
H -3.473649 2.018326 -0.273575 0.67 0.35 1.04 0.340
H 0.461156 2.051653 0.380012 2.11 -2.12 -1.67 0.322
H -0.969948 0.830544 -0.946831 -0.51 0.53 -0.40 0.154
```
Forces are in eV/Å.

(6)
An isolated molecule of C4H5N3, computed with the ωB97M-V functional and the def2-TZVPD basis.

Calculated values
- E: -8695.4255 eV
- LUMO energy: -0.229 eV
- HOMO level: -8.2 eV
- Relative energy (zero: lowest compared OMol25 entry of this formula, charge and spin): 4.387 eV
- Maximum force: 0.0835 hartree/bohr
- Frontier orbital gap: 0.292 Eh

The geometry in XYZ format:
```
12
Properties=species:S:1:pos:R:3:forces:R:3:mulliken_charge:R:1
C -0.293804 -1.592325 -0.617977 1.18 -0.23 2.52 0.673
C 0.831120 -1.084667 1.337428 2.02 -0.06 2.45 -0.287
C -0.091221 0.614271 -0.034176 2.83 -1.22 1.49 0.747
C -0.583497 1.535313 -0.971932 -2.10 3.73 0.30 -1.058
N 0.226932 -1.997413 0.477148 -0.24 -1.25 -1.51 -0.633
N -0.785641 -0.988900 -1.508670 -0.20 0.09 -0.47 -0.622
N 0.656928 0.270918 0.850567 -3.30 1.41 -1.71 -0.275
H 1.975751 -1.039372 1.601244 -1.53 -1.04 -1.17 0.237
H 0.426163 -1.205635 2.392506 0.03 0.61 -1.14 0.252
H -1.665159 1.397526 -1.144917 0.56 -0.46 -0.09 0.348
H -0.625453 2.584766 -0.440846 0.75 -1.62 -1.16 0.304
H -0.072118 1.505518 -1.940375 0.01 0.05 0.47 0.315
```
Forces are in eV/Å.

In g/mol, the molar mass values for the records above are, in order, 646.13; 1228.11; 82.11; 255.34; 170.15; 95.10.